Formula: C2H3N2OP
Source: OMol25
Level of theory: ωB97M-V/def2-TZVPD

XYZ file:
```
9
Properties=species:S:1:pos:R:3:forces:R:3:mulliken_spin:R:1
C -2.097 0.365 0.040 -1.55 0.78 -0.14 0.033
C 0.704 -0.273 -0.099 4.33 3.24 -1.89 0.801
N -1.568 -0.904 0.027 -1.52 -0.66 -1.31 0.504
N -0.316 -0.852 -0.028 -1.57 -3.83 2.61 0.225
O -1.437 1.377 -0.016 0.04 0.61 0.05 0.268
P 2.253 0.503 0.021 -0.47 0.17 0.27 0.043
H -3.191 0.333 0.101 0.05 0.16 0.26 0.005
H 2.873 -0.180 -1.033 -0.04 -0.13 -0.31 0.014
H 2.777 -0.368 0.988 0.74 -0.35 0.46 0.107
```
Positions in Å, forces in eV/Å.

Output
HOMO energy (spin up / spin down) (eV): -5.7 / -10.1
Electronic energy (eV): -16432.2264
LUMO energy (spin up / spin down) (eV): 0.451 / -2.905
Kohn-Sham gap (spin up / spin down) (eV): 6.16 / 7.16
Spin multiplicity: 3